# 1
# C5H8N

An isolated ion of composition C5H8N and charge +1 in a non-equilibrium geometry (ωB97M-V/def2-TZVPD, OMol25).

Structure (XYZ):
```
14
Properties=species:S:1:pos:R:3:nbo_charge:R:1
C -1.107 -3.072 -0.420 0.272
C -0.711 -2.220 0.429 -0.479
C -0.001 -1.081 0.470 0.341
C 1.706 -0.873 0.725 -0.561
C -1.584 0.084 -0.831 -0.451
N -0.782 0.151 0.401 -0.557
H 1.757 0.146 0.467 0.203
H 2.199 -1.681 0.213 0.280
H 1.577 -1.040 1.806 0.260
H -2.422 -0.661 -0.686 0.273
H -2.099 1.002 -1.065 0.255
H -0.952 -0.151 -1.711 0.254
H -1.421 0.197 1.179 0.462
H -0.047 0.878 0.472 0.448
```

- lowest unoccupied orbital energy (eV) = -5.91
- F_max (Eh/bohr) = 0.1179
- E_HOMO (eV) = -14.861
- charge = +1
- ΔE to the lowest compared entry with this formula, charge and spin (kJ/mol) = 652.4


# 2
# C5H8N

C5H8N as an isolated structure in a non-equilibrium geometry (ωB97M-V/def2-TZVPD, OMol25).

Structure (XYZ):
```
14
Properties=species:S:1:pos:R:3:nbo_charge:R:1
C 0.383 1.332 1.815 0.088
C -0.498 0.807 0.671 -0.266
C -0.120 -0.117 -0.262 0.345
C -1.170 -0.985 -0.919 -0.659
C 1.266 -0.482 -0.664 -0.693
N 0.098 2.467 1.447 0.071
H 0.875 0.866 2.530 0.258
H -1.508 1.062 0.953 0.267
H -1.022 -0.803 -2.049 0.283
H -2.103 -0.488 -0.637 0.243
H -0.959 -1.984 -0.569 0.271
H 1.942 -0.460 0.139 0.247
H 1.591 0.279 -1.448 0.294
H 1.226 -1.494 -1.008 0.252
```

- lowest unoccupied orbital energy (eV) = -6.91
- F_max (Eh/bohr) = 0.1008
- E_HOMO (eV) = -15.870
- charge = +1
- ΔE to the lowest compared entry with this formula, charge and spin (kJ/mol) = 461.9


# 3
# C5H8N

C5H8N as an isolated structure in a non-equilibrium geometry (ωB97M-V/def2-TZVPD, OMol25).

Structure (XYZ):
```
14
Properties=species:S:1:pos:R:3:nbo_charge:R:1
C 1.937 0.414 -0.490 -0.004
C 1.569 1.544 0.046 -0.131
C 1.883 -0.955 -0.272 -0.324
C 0.848 0.398 0.755 0.009
C -1.106 0.560 -0.820 -0.445
N -0.641 0.424 0.571 -0.523
H 1.533 -1.613 -0.956 0.236
H 2.643 -1.342 0.377 0.248
H 1.203 0.063 1.793 0.270
H -0.941 -0.427 -1.318 0.238
H -2.246 0.756 -0.774 0.254
H -0.773 1.337 -1.431 0.271
H -1.075 -0.332 1.042 0.440
H -0.952 1.233 1.190 0.461
```

- lowest unoccupied orbital energy (eV) = -3.87
- F_max (Eh/bohr) = 0.0848
- E_HOMO (eV) = -13.836
- charge = +1
- ΔE to the lowest compared entry with this formula, charge and spin (kJ/mol) = 630.8


# 4
# C5H8N

A 2-piece molecular cluster, C5H8N overall in a non-equilibrium geometry (ωB97M-V/def2-TZVPD, OMol25).

Structure (XYZ):
```
14
Properties=species:S:1:pos:R:3:nbo_charge:R:1
C 1.270 0.445 -0.098 0.056
C 2.257 1.143 0.387 -0.379
C 0.620 -1.454 -1.071 -0.197
C 0.125 -0.373 -0.172 0.166
C -2.397 0.037 1.290 -0.189
N 0.914 -0.016 -1.487 -0.461
H 2.998 1.530 -0.329 0.242
H 2.622 1.444 1.385 0.273
H 1.533 -1.929 -0.887 0.234
H -0.071 -1.829 -1.784 0.244
H -2.485 1.067 1.382 0.183
H -1.688 -0.435 1.858 0.176
H -3.166 -0.487 0.880 0.180
H 0.913 0.674 -2.258 0.472
```

- lowest unoccupied orbital energy (alpha / beta) (eV) = -6.78 / -4.91
- F_max (Eh/bohr) = 0.0569
- E_HOMO (alpha / beta) (eV) = -13.293 / -14.221
- charge = +1
- ΔE to the lowest compared entry with this formula, charge and spin (kJ/mol) = 828.7


# 5
# C5H8N

An isolated ion of composition C5H8N and charge +1 in a non-equilibrium geometry (ωB97M-V/def2-TZVPD, OMol25).

Structure (XYZ):
```
14
Properties=species:S:1:pos:R:3:nbo_charge:R:1
C 2.102 -0.673 0.121 -0.068
C 0.936 1.116 -0.194 -0.313
C 0.817 -1.151 -0.059 0.244
C -0.025 -0.034 -0.433 -0.372
C -1.349 -0.078 0.353 -0.589
N 2.147 0.624 0.233 -0.037
H 2.874 -1.281 0.473 0.243
H 1.066 1.725 -1.040 0.298
H 0.579 1.837 0.455 0.284
H 0.415 -2.122 -0.050 0.248
H -0.301 -0.102 -1.457 0.322
H -1.303 -0.880 1.068 0.230
H -2.223 -0.101 -0.358 0.261
H -1.468 0.947 0.902 0.248
```

- lowest unoccupied orbital energy (eV) = -7.62
- F_max (Eh/bohr) = 0.0627
- E_HOMO (eV) = -16.324
- charge = +1
- ΔE to the lowest compared entry with this formula, charge and spin (kJ/mol) = 341.6


# 6
# C5H8N

An isolated ion of composition C5H8N and charge +1 in a non-equilibrium geometry (ωB97M-V/def2-TZVPD, OMol25).

Structure (XYZ):
```
14
Properties=species:S:1:pos:R:3:nbo_charge:R:1
C -2.000 -1.718 -1.158 -0.184
C -1.309 -0.708 -0.612 -0.266
C -0.003 -0.440 -0.189 -0.121
C 0.315 0.745 0.467 -0.108
C 1.178 1.094 1.722 0.076
N 1.785 1.345 0.420 -0.576
H -3.002 -1.360 -1.302 0.222
H -1.709 -2.731 -1.261 0.221
H -1.825 0.247 -0.618 0.202
H 0.835 -1.185 -0.067 0.212
H -0.364 1.514 0.291 0.232
H 1.672 0.287 2.191 0.183
H 2.633 0.679 0.139 0.456
H 1.793 2.229 -0.023 0.451
```

- lowest unoccupied orbital energy (alpha / beta) (eV) = -6.29 / -5.72
- F_max (Eh/bohr) = 0.0832
- E_HOMO (alpha / beta) (eV) = -12.724 / -14.727
- charge = +1
- ΔE to the lowest compared entry with this formula, charge and spin (kJ/mol) = 589.0


# 7
# C5H8N

An isolated ion of composition C5H8N and charge +1 in a non-equilibrium geometry (ωB97M-V/def2-TZVPD, OMol25).

Structure (XYZ):
```
14
Properties=species:S:1:pos:R:3:nbo_charge:R:1
C 2.094 0.850 -0.051 -0.337
C 1.122 0.066 -0.006 0.161
C 0.630 -1.283 -0.154 -0.212
N -0.268 -0.235 0.217 -0.243
C -1.485 0.536 -0.623 -0.126
C -1.543 0.135 0.763 -0.237
H 1.991 1.841 0.124 0.228
H 3.152 0.587 -0.235 0.265
H 0.275 -1.629 -1.127 0.234
H 0.770 -2.052 0.630 0.251
H -1.929 -0.238 -1.434 0.257
H -1.228 1.457 -0.942 0.234
H -1.466 0.722 1.685 0.262
H -2.115 -0.757 1.152 0.263
```

- lowest unoccupied orbital energy (eV) = -3.72
- F_max (Eh/bohr) = 0.1258
- E_HOMO (eV) = -15.192
- charge = +1
- ΔE to the lowest compared entry with this formula, charge and spin (kJ/mol) = 490.8


# 8
# C5H8N

An isolated ion of composition C5H8N and charge +1 in a non-equilibrium geometry (ωB97M-V/def2-TZVPD, OMol25).

Structure (XYZ):
```
14
Properties=species:S:1:pos:R:3:nbo_charge:R:1
C -2.827 0.315 0.404 -0.160
C -1.807 -0.120 -0.396 0.004
C 0.562 -1.242 0.088 0.052
C 1.766 -0.516 0.124 0.009
C 1.951 0.882 -0.142 -0.714
N -0.611 -0.735 -0.168 -0.205
H -2.685 0.343 1.518 0.225
H -3.641 0.724 -0.028 0.220
H -2.005 0.117 -1.544 0.246
H 0.440 -2.300 0.461 0.262
H 2.469 -1.165 0.564 0.225
H 2.421 1.339 0.670 0.290
H 1.052 1.228 -0.696 0.247
H 2.914 1.129 -0.855 0.299
```

- lowest unoccupied orbital energy (alpha / beta) (eV) = -6.89 / -6.47
- F_max (Eh/bohr) = 0.1021
- E_HOMO (alpha / beta) (eV) = -13.565 / -14.512
- charge = +1
- ΔE to the lowest compared entry with this formula, charge and spin (kJ/mol) = 494.0


# 9
# C5H8N2

One molecule with the formula C5H8N2 (ωB97M-V/def2-TZVPD, OMol25).

Structure (XYZ):
```
15
Properties=species:S:1:pos:R:3:nbo_charge:R:1
C -2.097 -0.990 -0.747 -0.514
C -1.540 0.189 -0.485 0.021
N -0.286 0.380 0.037 -0.429
C 0.387 1.571 0.101 0.267
N 1.615 1.517 0.402 -0.454
C 1.963 0.122 0.612 -0.257
C 0.664 -0.678 0.329 -0.241
H -1.595 -1.922 -0.555 0.198
H -3.105 -1.046 -1.136 0.212
H -2.065 1.111 -0.685 0.200
H -0.126 2.498 -0.115 0.193
H 2.772 -0.143 -0.057 0.203
H 2.313 -0.005 1.640 0.202
H 0.332 -1.261 1.187 0.202
H 0.770 -1.342 -0.528 0.198
```

- lowest unoccupied orbital energy (eV) = 1.01
- F_max (Eh/bohr) = 0.0151
- E_HOMO (eV) = -8.074
- charge = 0
- ΔE to the lowest compared entry with this formula, charge and spin (kJ/mol) = 97.8


# 10
# C5H8N2

C5H8N2 as an isolated structure in a non-equilibrium geometry (ωB97M-V/def2-TZVPD, OMol25).

Structure (XYZ):
```
15
Properties=species:S:1:pos:R:3:nbo_charge:R:1
C 0.587 -0.736 0.407 0.448
C -0.533 0.402 -1.042 -0.071
C 0.233 1.513 -0.474 -0.410
C -0.047 0.657 0.786 -0.278
C -1.472 0.428 0.168 -0.397
H 1.139 -1.298 2.045 0.337
H 0.390 -1.618 -1.563 0.424
H -0.740 0.246 -2.119 0.205
H 1.312 1.491 -0.583 0.211
H -0.112 2.554 -0.600 0.227
H 0.142 0.949 1.889 0.220
H -2.066 -0.489 0.273 0.215
H -2.147 1.364 0.226 0.213
N 1.064 -1.642 1.109 -0.707
N 0.289 -0.756 -0.914 -0.637
```

- lowest unoccupied orbital energy (eV) = 0.96
- F_max (Eh/bohr) = 0.1094
- E_HOMO (eV) = -8.784
- charge = 0
- ΔE to the lowest compared entry with this formula, charge and spin (kJ/mol) = 252.9


# 11
# C5H8N2

One molecule with the formula C5H8N2 in a non-equilibrium geometry (ωB97M-V/def2-TZVPD, OMol25).

Structure (XYZ):
```
15
Properties=species:S:1:pos:R:3:nbo_charge:R:1
C 1.796 -0.446 -0.341 -0.611
C 0.345 -0.101 0.100 0.123
C -0.075 1.172 0.799 -0.456
C -0.586 0.991 -0.618 -0.093
N -1.923 0.362 -0.549 -0.432
C -1.869 -0.760 0.019 0.223
N -0.550 -1.154 0.390 -0.634
H 2.469 -0.857 0.396 0.220
H 2.274 0.533 -0.724 0.226
H 1.581 -1.197 -1.169 0.208
H 0.511 2.016 0.921 0.217
H -0.664 1.250 1.706 0.223
H -0.390 1.654 -1.336 0.205
H -2.719 -1.440 0.359 0.199
H -0.202 -2.024 0.046 0.382
```

- lowest unoccupied orbital energy (eV) = 1.04
- F_max (Eh/bohr) = 0.1336
- E_HOMO (eV) = -8.822
- charge = 0
- ΔE to the lowest compared entry with this formula, charge and spin (kJ/mol) = 213.7


# 12
# C5H8N2

One molecule with the formula C5H8N2 (ωB97M-V/def2-TZVPD, OMol25).

Structure (XYZ):
```
15
Properties=species:S:1:pos:R:3:nbo_charge:R:1
C 0.604 -1.001 -1.728 -0.597
C 1.556 -0.454 0.415 -0.099
C 0.365 -1.137 -0.212 -0.170
N -0.840 -0.362 0.194 -0.586
C -0.409 0.708 0.868 0.477
N -1.267 1.628 1.369 -0.782
C 1.008 0.694 0.961 -0.510
H 1.172 -0.085 -1.917 0.224
H 1.207 -1.835 -2.091 0.224
H -0.334 -0.953 -2.288 0.200
H 0.222 -2.184 0.074 0.215
H -1.772 -0.740 0.291 0.401
H -0.867 2.499 1.682 0.404
H -2.201 1.692 0.993 0.394
H 1.556 1.531 1.389 0.207
```

- lowest unoccupied orbital energy (eV) = 0.59
- F_max (Eh/bohr) = 0.0087
- E_HOMO (eV) = -7.352
- charge = 0
- ΔE to the lowest compared entry with this formula, charge and spin (kJ/mol) = 237.5